Entry a
Computed, not measured: a cluster of 2 separate species, C24H29N3O5S in total, with ωB97M-V/def2-TZVPD.

* E_LUMO: -0.4 eV
* 2S+1: 1
* E_HOMO: -7.849 eV

Positions of all 62 atoms, in Å:
C: 4.253 4.300 -1.063
C: 4.423 3.036 -0.330
C: 5.559 2.880 0.411
C: 5.521 1.627 1.204
C: 4.452 0.572 1.071
C: 3.244 0.876 0.487
C: 3.110 2.023 -0.143
C: 1.914 2.514 -1.165
H: 1.633 3.566 -0.977
H: 1.150 1.839 -0.690
H: 1.982 2.542 -2.099
N: 2.115 0.158 0.302
C: 1.969 -0.800 -0.961
C: 2.722 -1.866 -0.899
N: 2.410 -2.817 0.069
S: 1.156 -3.974 0.179
O: 1.436 -4.719 -1.178
O: 1.251 -4.804 1.316
C: -0.242 -2.973 -0.021
C: -1.005 -2.744 1.355
C: -2.215 -2.086 1.164
C: -2.823 -1.582 0.196
C: -2.079 -1.881 -1.110
C: -0.952 -2.647 -1.001
H: -0.386 -2.797 -2.330
C: -2.784 -1.443 -2.330
H: -3.160 -2.456 -2.992
H: -2.248 -0.588 -2.933
C: -4.155 -0.831 -1.532
N: -3.847 -1.006 -0.130
C: -4.659 -0.319 0.714
O: -4.445 -0.543 1.823
C: -5.900 0.348 0.341
H: -6.805 -0.378 0.689
H: -6.054 0.327 -0.754
C: -5.867 1.904 0.990
H: -6.850 2.201 0.665
C: -4.850 2.589 0.566
O: -4.289 2.322 -0.693
O: -4.713 3.857 1.018
H: -5.023 3.759 1.900
H: -5.828 1.674 2.259
H: -4.212 0.229 -1.845
H: -5.060 -1.412 -1.921
H: -2.769 -1.786 2.109
H: -0.374 -3.207 2.143
C: 2.708 -2.276 1.519
H: 3.838 -2.223 1.668
C: 1.974 -0.695 1.441
H: 0.729 -0.866 1.625
H: 2.275 -0.216 2.406
H: 2.247 -2.796 2.182
H: 3.969 -1.699 -1.058
H: 2.488 -2.596 -1.730
H: 0.985 -0.871 -0.794
H: 2.292 0.111 -1.471
H: 4.480 -0.198 1.765
H: 6.255 1.482 1.897
H: 6.253 3.583 0.445
H: 4.072 4.064 -1.885
H: 5.227 4.735 -1.234
H: 3.505 4.976 -0.652

natural (NBO) population analysis, charges in e, atoms 1 to 2: -0.620 0.071

=====

Entry b
Computed, not measured: an isolated molecule of C24H29N3O5S, with ωB97M-V/def2-TZVPD.

* E_LUMO: 0.6 eV
* SMILES string: COc1cccc(CNC(=O)CN(c2ccc(C(C)C)cc2)S(=O)(=O)c2c(C)noc2C)c1
* 2S+1: 1
* E_HOMO: -8.596 eV

Positions of all 62 atoms, in Å:
C: 3.639 -2.027 -0.812
O: 2.428 -2.646 -1.175
C: 1.480 -2.816 -0.213
C: 0.292 -3.427 -0.619
C: -0.726 -3.633 0.288
C: -0.580 -3.244 1.611
C: 0.602 -2.650 2.024
C: 0.764 -2.128 3.428
N: 0.402 -0.720 3.447
C: 1.311 0.247 3.232
O: 2.513 0.079 3.253
C: 0.686 1.622 2.955
N: -0.261 1.556 1.863
C: 0.155 1.211 0.562
C: -0.434 0.148 -0.111
C: -0.135 -0.090 -1.440
C: 0.759 0.717 -2.131
C: 1.078 0.511 -3.591
C: 2.254 -0.460 -3.732
C: -0.123 0.014 -4.395
C: 1.390 1.739 -1.428
C: 1.096 1.991 -0.102
S: -1.869 1.365 2.244
O: -2.238 -0.020 2.413
O: -2.127 2.229 3.355
C: -2.637 1.998 0.795
C: -2.510 3.333 0.313
C: -1.715 4.416 0.930
N: -3.209 3.471 -0.778
O: -3.801 2.278 -1.046
C: -3.467 1.385 -0.108
C: -3.995 0.007 -0.188
C: 1.627 -2.429 1.112
H: 4.242 -2.003 -1.719
H: 4.167 -2.599 -0.043
H: 3.473 -1.005 -0.457
H: 0.196 -3.731 -1.649
H: -1.643 -4.102 -0.036
H: -1.382 -3.398 2.316
H: 1.804 -2.199 3.754
H: 0.117 -2.661 4.128
H: -0.579 -0.526 3.280
H: 1.488 2.329 2.727
H: 0.131 1.974 3.827
H: -1.126 -0.493 0.412
H: -0.611 -0.921 -1.934
H: 1.384 1.480 -4.003
H: 2.014 -1.413 -3.266
H: 3.139 -0.054 -3.249
H: 2.479 -0.629 -4.783
H: -0.997 0.632 -4.200
H: -0.359 -1.018 -4.147
H: 0.101 0.060 -5.458
H: 2.110 2.365 -1.935
H: 1.586 2.802 0.415
H: -1.839 4.383 2.010
H: -0.661 4.267 0.701
H: -2.031 5.378 0.536
H: -3.562 -0.504 -1.047
H: -3.738 -0.526 0.722
H: -5.075 0.030 -0.319
H: 2.524 -1.943 1.459

natural (NBO) population analysis, charges in e, atoms 1 to 2: -0.256 -0.502

=====

Ranking the structures above by energy, entry b is first and the second is 1908.8 kJ/mol behind.